The following is a quantum chemistry calculation of a 3-piece molecular cluster, C16H37FN3O4 overall at a distorted geometry, from OMol25.

Positions of all 61 atoms, in Å:
C: 2.94 0.44 0.72
C: 2.31 0.39 -0.74
O: 2.76 -0.84 -1.34
C: 1.84 -1.34 -2.29
C: 0.84 -2.42 -1.68
O: 0.22 -1.92 -0.48
C: -0.95 -2.64 -0.15
C: -1.67 -2.03 1.14
N: -2.55 -0.99 0.54
C: -1.92 0.32 0.34
F: -1.75 0.85 1.65
C: -2.77 1.37 -0.46
C: -1.77 2.27 -1.33
C: -3.08 -1.65 -0.61
N: -4.31 -1.45 -1.12
N: -2.12 -2.58 -1.06
H: 3.92 -0.11 0.65
H: 2.30 -0.12 1.46
H: 3.12 1.49 1.07
H: 2.61 1.30 -1.32
H: 1.19 0.43 -0.62
H: 2.41 -1.87 -3.11
H: 1.27 -0.52 -2.83
H: 1.44 -3.36 -1.51
H: 0.10 -2.65 -2.49
H: -0.73 -3.70 0.13
H: -1.01 -1.69 1.97
H: -2.39 -2.87 1.37
H: -0.89 0.29 -0.10
H: -3.50 0.93 -1.19
H: -3.28 2.08 0.23
H: -1.20 3.00 -0.71
H: -2.37 2.82 -2.12
H: -1.03 1.65 -1.90
H: -4.46 -1.14 -2.08
H: -5.08 -1.55 -0.46
H: -1.96 -2.67 -2.07
C: -4.97 1.83 4.79
C: -4.72 3.27 4.36
C: -5.37 3.57 3.02
O: -3.31 3.50 4.26
H: -4.54 1.13 4.06
H: -4.48 1.63 5.75
H: -6.04 1.63 4.89
H: -5.11 3.95 5.12
H: -4.95 2.92 2.24
H: -5.17 4.60 2.72
H: -6.45 3.42 3.06
H: -2.96 2.90 3.60
C: 7.09 -2.36 -1.89
C: 6.67 -1.13 -2.67
C: 6.71 0.12 -1.81
O: 5.35 -1.32 -3.18
H: 6.41 -2.54 -1.04
H: 7.05 -3.26 -2.51
H: 8.10 -2.26 -1.50
H: 7.33 -1.01 -3.53
H: 6.02 0.03 -0.97
H: 6.40 0.99 -2.39
H: 7.71 0.30 -1.42
H: 4.76 -1.43 -2.43

The gap between HOMO and LUMO comes out at 6.8 eV. As for the LUMO energy: -4.961 eV. The HOMO energy comes out at -0.4311 hartree. As for the total charge: +1. The molar mass comes out at 354.49 g/mol.

---

The following is a quantum chemistry calculation of C26H39BF4N6OS2SiV as an isolated structure at a distorted geometry, from OMol25.

Positions of all 81 atoms, in Å:
V: 0.84 -0.56 -0.38
N: -0.37 0.92 -1.38
C: -0.68 0.47 -2.72
C: -0.90 -1.03 -2.67
N: 0.31 -1.65 -2.12
H: -1.25 0.83 -0.81
H: -0.15 1.91 -1.37
H: 0.17 0.70 -3.38
H: -1.58 0.97 -3.13
H: -1.16 -1.44 -3.66
H: -1.71 -1.23 -1.95
H: 1.05 -1.66 -2.81
H: 0.12 -2.61 -1.83
C: -4.85 0.69 3.28
Si: -5.78 0.17 1.70
C: -7.42 -0.68 2.25
C: -6.34 1.77 0.79
C: -4.73 -1.11 0.81
C: -4.98 -2.47 0.89
C: -4.04 -3.39 0.42
C: -2.87 -2.89 -0.10
N: -2.60 -1.60 -0.23
C: -3.52 -0.71 0.19
S: -3.23 0.94 -0.08
H: -5.44 1.35 3.91
H: -3.93 1.22 3.01
H: -4.55 -0.17 3.87
H: -8.02 0.00 2.85
H: -7.23 -1.56 2.86
H: -8.02 -0.99 1.40
H: -7.15 2.26 1.32
H: -6.67 1.57 -0.23
H: -5.51 2.46 0.72
H: -5.90 -2.83 1.33
H: -4.21 -4.45 0.49
H: -2.08 -3.56 -0.44
C: 1.26 4.13 1.68
S: 0.76 3.87 -0.07
C: 2.49 3.68 -0.70
O: 0.34 5.20 -0.57
H: 2.08 4.83 1.72
H: 1.53 3.16 2.09
H: 0.40 4.52 2.21
H: 2.97 2.86 -0.18
H: 3.02 4.61 -0.56
H: 2.44 3.45 -1.76
N: -0.89 -5.95 2.29
C: -0.14 -5.20 1.81
C: 0.80 -4.41 1.19
C: 2.05 -5.00 0.74
C: 2.95 -4.20 0.09
C: 2.67 -2.85 -0.14
N: 1.52 -2.27 0.31
C: 0.64 -3.01 0.94
H: 2.23 -6.04 0.93
H: 3.89 -4.62 -0.26
H: 3.37 -2.20 -0.64
H: -0.25 -2.51 1.31
F: -0.52 -0.25 3.45
B: 0.60 0.19 2.81
F: 0.29 0.49 1.43
F: 1.07 1.35 3.39
F: 1.58 -0.77 2.78
C: 3.85 0.76 1.36
C: 4.38 0.89 -0.03
C: 5.64 1.38 -0.29
C: 6.14 1.48 -1.59
C: 5.34 1.07 -2.64
C: 4.07 0.57 -2.44
C: 3.23 0.11 -3.60
C: 3.52 0.48 -1.11
N: 2.30 0.07 -0.88
H: 4.37 1.42 2.05
H: 3.97 -0.27 1.71
H: 2.78 0.96 1.37
H: 6.26 1.68 0.55
H: 7.14 1.86 -1.76
H: 5.72 1.14 -3.66
H: 3.60 0.50 -4.55
H: 2.20 0.46 -3.45
H: 3.22 -0.98 -3.65

The gap between HOMO and LUMO (spin up / spin down) comes out at 4.2 / 6.2 eV. As for the LUMO energy (spin up / spin down): 4.206 / 4.170 eV. The HOMO energy (spin up / spin down) comes out at 0.0004 / -0.0753 hartree. As for the total charge: -2. Its spin multiplicity is 4. The molar mass comes out at 681.61 g/mol. As for the expectation value of S²: 3.832.

---

The following is a quantum chemistry calculation of C59H42ClGaN10O5P as an isolated structure at a distorted geometry, from OMol25.

Positions of all 119 atoms, in Å:
Ga: 0.24 0.03 1.68
O: 1.55 -4.42 5.66
C: 2.23 -4.82 4.55
O: 2.30 -6.01 4.25
C: 2.94 -3.82 3.69
C: 4.12 -4.11 3.04
Cl: 5.23 -5.33 3.19
N: 4.40 -3.03 2.20
N: 3.43 -2.03 2.30
C: 2.55 -2.50 3.21
C: 1.40 -1.77 3.86
O: 1.36 -1.84 5.11
O: 0.56 -1.02 3.21
C: 5.55 -2.88 1.30
C: 5.89 -3.85 0.37
C: 6.79 -3.57 -0.61
C: 7.40 -2.35 -0.69
C: 7.09 -1.31 0.25
C: 6.15 -1.64 1.19
H: 1.61 -3.43 5.66
H: 5.46 -4.86 0.48
H: 7.00 -4.27 -1.46
H: 8.04 -2.18 -1.59
H: 7.61 -0.40 0.28
H: 5.85 -0.91 1.92
C: -11.63 4.06 -2.92
O: -11.48 3.09 -1.91
C: -10.35 3.05 -1.19
C: -9.51 4.15 -0.92
C: -8.28 3.95 -0.34
C: -7.92 2.65 0.05
C: -8.82 1.57 0.02
C: -10.07 1.85 -0.51
C: -6.57 2.30 0.41
N: -6.25 1.00 0.87
C: -4.94 1.06 1.20
C: -4.38 2.38 0.99
N: -5.43 3.14 0.57
C: -3.05 2.75 1.32
C: -2.64 4.09 1.48
C: -1.29 4.31 1.92
C: -0.49 3.23 2.18
N: -0.87 1.92 2.06
C: -2.15 1.68 1.67
C: -2.69 0.32 1.71
N: -1.82 -0.72 1.93
C: -2.23 -1.99 2.18
C: -3.61 -2.33 2.05
C: -4.51 -1.31 1.69
C: -4.04 0.00 1.51
H: -12.35 3.65 -3.64
H: -10.66 4.17 -3.42
H: -11.96 5.02 -2.51
H: -9.80 5.15 -1.32
H: -7.61 4.80 -0.33
H: -8.55 0.62 0.46
H: -10.86 1.11 -0.57
H: -5.26 4.08 0.11
H: -3.32 4.91 1.25
H: -0.90 5.31 2.20
H: 0.54 3.38 2.46
H: -1.50 -2.79 2.35
H: -3.83 -3.27 2.42
H: -5.53 -1.55 1.49
N: 9.41 4.05 -2.30
C: 8.57 3.67 -1.59
C: 7.58 3.16 -0.69
C: 6.27 3.23 -1.22
C: 5.17 2.80 -0.47
C: 5.44 2.19 0.81
C: 6.72 2.10 1.31
C: 7.86 2.51 0.50
N: 4.32 1.95 1.66
C: 4.27 1.54 2.98
C: 2.98 1.21 3.23
N: 2.17 1.36 2.09
C: 3.02 1.86 1.19
H: 6.18 3.67 -2.18
H: 4.18 2.97 -0.83
H: 6.94 1.80 2.33
H: 8.86 2.43 0.88
H: 5.11 1.47 3.61
H: 2.54 0.88 4.21
H: 2.79 2.12 0.19
N: 0.66 -0.04 -0.12
P: 0.33 -0.93 -1.36
C: -0.10 -2.71 -1.06
C: 0.91 -3.68 -1.07
C: 0.62 -5.04 -0.91
C: -0.72 -5.45 -0.72
C: -1.71 -4.44 -0.79
C: -1.40 -3.12 -0.85
C: 1.76 -1.06 -2.48
C: 2.95 -0.58 -2.00
C: 4.04 -0.60 -2.88
C: 3.93 -1.36 -4.04
C: 2.74 -1.86 -4.55
C: 1.58 -1.74 -3.70
C: -0.97 -0.23 -2.37
C: -1.05 1.14 -2.36
C: -1.61 1.85 -3.45
C: -2.28 1.16 -4.46
C: -2.43 -0.24 -4.33
C: -1.74 -0.94 -3.30
H: 1.98 -3.36 -1.18
H: 1.49 -5.72 -0.98
H: -0.90 -6.51 -0.71
H: -2.69 -4.74 -0.82
H: -2.27 -2.42 -0.82
H: 3.03 -0.18 -0.99
H: 5.02 -0.12 -2.55
H: 4.82 -1.59 -4.64
H: 2.67 -2.39 -5.46
H: 0.63 -2.11 -4.12
H: -0.59 1.72 -1.54
H: -1.56 2.95 -3.45
H: -2.76 1.67 -5.29
H: -3.06 -0.75 -5.08
H: -1.83 -2.01 -3.28

The gap between HOMO and LUMO comes out at 6.3 eV. As for the LUMO energy: -3.535 eV. The HOMO energy comes out at -0.3630 hartree. As for the total charge: +1. The molar mass comes out at 1107.20 g/mol.

---

The following is a quantum chemistry calculation of one molecule with the formula C3H5NO at a distorted geometry, from OMol25.

Positions of all 10 atoms, in Å:
C: 0.61 0.24 -0.17
C: 1.90 0.41 0.39
C: -1.66 -0.49 -0.03
N: -0.27 -0.37 0.45
O: 2.80 -0.10 -0.23
H: 0.43 0.79 -1.17
H: 2.18 0.97 1.28
H: -1.85 -1.35 -0.65
H: -2.25 -0.52 0.81
H: -1.88 0.43 -0.67

The gap between HOMO and LUMO comes out at 10.2 eV. As for the LUMO energy: 0.528 eV. The HOMO energy comes out at -0.3569 hartree. As for the total charge: 0. The molar mass comes out at 71.08 g/mol.

---

The following is a quantum chemistry calculation of one molecule with the formula C3H6N2S2, from OMol25.

Positions of all 13 atoms, in Å:
C: 1.74 -0.09 -0.46
C: 0.87 -0.85 -1.43
C: -1.13 -0.15 0.66
H: 2.57 2.08 0.08
H: 2.77 -0.44 -0.58
H: 1.43 -0.28 0.57
H: 1.28 -0.98 -2.43
H: -1.50 -2.07 0.19
H: -0.63 0.72 0.24
N: -0.26 -1.41 -1.25
N: -0.88 -1.29 -0.02
S: 1.67 1.70 -0.83
S: -2.09 -0.05 1.97

The gap between HOMO and LUMO comes out at 8.7 eV. As for the LUMO energy: 0.118 eV. The HOMO energy comes out at -0.3168 hartree. As for the total charge: 0. The molar mass comes out at 134.23 g/mol.

---

The following is a quantum chemistry calculation of one molecule with the formula C5H8N2 at a distorted geometry, from OMol25.

Positions of all 15 atoms, in Å:
N: -1.09 0.21 -1.87
C: -0.69 0.55 -0.53
C: -1.71 0.51 0.56
N: -2.29 0.34 1.55
C: 0.33 -0.45 -0.02
C: 0.82 -0.37 1.37
C: 1.78 -0.22 0.19
H: -1.62 0.92 -2.36
H: -1.59 -0.67 -1.95
H: -0.28 1.57 -0.57
H: 0.04 -1.45 -0.33
H: 0.65 0.56 1.92
H: 0.77 -1.27 1.98
H: 2.47 -1.02 -0.10
H: 2.16 0.79 0.08

The gap between HOMO and LUMO comes out at 11.0 eV. As for the LUMO energy: 0.888 eV. The HOMO energy comes out at -0.3733 hartree. As for the total charge: 0. The molar mass comes out at 96.13 g/mol.